ORCA calculation (wB97M-V/def2-TZVPD) on a structure of composition NO5P at a distorted geometry.

Properties
total charge: -2
E_HOMO (spin up / spin down): 1.06 / 1.05 eV
electronic energy: -21011.4278 eV
ΔE to the lowest compared entry with this formula, charge and spin: 122.7 kcal per mole

Structure (XYZ):
```
7
NO5P | OMol25 | wB97M-V/def2-TZVPD
N 0.67 0.52 -0.29
O 0.73 -1.95 0.25
O -1.79 -0.30 -0.88
O 1.22 1.22 0.57
O 1.02 0.53 -1.49
O -1.11 0.18 1.60
P -0.74 -0.21 0.25
```

---

ORCA calculation (wB97M-V/def2-TZVPD) on the ion NO5S with charge -1 at a distorted geometry.

Properties
total charge: -1
E_HOMO: -5.98 eV
electronic energy: -22562.2014 eV
SMILES string: O=[N+]([O-])S(=O)(=O)[O-]
ΔE to the lowest compared entry with this formula, charge and spin: 0.0 kcal per mole

Structure (XYZ):
```
7
NO5S | OMol25 | wB97M-V/def2-TZVPD
O -1.52 1.08 -0.15
N -1.02 -0.03 -0.06
O -1.55 -1.06 0.25
S 0.83 0.00 0.00
O 1.17 -1.33 -0.36
O 1.11 0.98 -1.06
O 0.98 0.36 1.38
```

---

ORCA calculation (wB97M-V/def2-TZVPD) on the ion NO5S with charge -1 at a distorted geometry.

Properties
total charge: -1
E_HOMO: -5.94 eV
electronic energy: -22562.1279 eV
SMILES string: O=[N+]([O-])S(=O)(=O)[O-]
ΔE to the lowest compared entry with this formula, charge and spin: 1.7 kcal per mole

Structure (XYZ):
```
7
NO5S | OMol25 | wB97M-V/def2-TZVPD
O 0.50 1.60 0.67
N 0.78 0.66 -0.01
O 1.84 0.39 -0.48
S -0.63 -0.56 -0.05
O -1.67 0.39 -0.04
O -0.48 -1.29 -1.30
O -0.34 -1.20 1.20
```

---

ORCA calculation (wB97M-V/def2-TZVPD) on a structure of composition NO7PRb3 at a distorted geometry.

Properties
total charge: -1
E_HOMO: -1.49 eV
electronic energy: -27068.6523 eV
ΔE to the lowest compared entry with this formula, charge and spin: 56.8 kcal per mole

Structure (XYZ):
```
12
NO7PRb3 | OMol25 | wB97M-V/def2-TZVPD
Rb 0.54 -0.62 3.53
Rb 4.95 3.07 -3.21
Rb 2.09 4.15 3.16
N 2.55 -0.11 -0.13
O 2.27 0.95 0.45
O 3.21 -0.01 -1.04
O 1.98 -1.13 -0.01
P -3.52 -1.25 -0.59
O -4.81 -1.20 0.25
O -3.74 -2.62 -1.46
O -2.32 -1.17 0.54
O -3.20 -0.04 -1.49
```

---

ORCA calculation (wB97M-V/def2-TZVPD) on a structure of composition Na2 at a distorted geometry.

Properties
total charge: +2
E_HOMO: -47.10 eV
electronic energy: -8815.3601 eV
ΔE to the lowest compared entry with this formula, charge and spin: 40.8 kcal per mole

Structure (XYZ):
```
2
Na2 | OMol25 | wB97M-V/def2-TZVPD
Na -15.53 18.04 15.60
Na -15.01 18.10 12.71
```

---

ORCA calculation (wB97M-V/def2-TZVPD) on the molecule O2 at a distorted geometry.

Properties
E_HOMO: -10.31 eV
electronic energy: -4089.7008 eV
SMILES string: O=O
ΔE to the lowest compared entry with this formula, charge and spin: 1.8 kcal per mole

Structure (XYZ):
```
2
O2 | OMol25 | wB97M-V/def2-TZVPD
O 0.00 0.00 0.62
O 0.00 0.00 -0.62
```

---

ORCA calculation (wB97M-V/def2-TZVPD) on the molecule O2S2 at a distorted geometry.

Properties
E_HOMO (spin up / spin down): -9.62 / -9.66 eV
electronic energy: -25762.9063 eV
ΔE to the lowest compared entry with this formula, charge and spin: 24.0 kcal per mole

Structure (XYZ):
```
4
O2S2 | OMol25 | wB97M-V/def2-TZVPD
O -1.19 -0.52 0.03
O 1.11 -0.45 -0.03
S -1.04 0.96 -0.03
S 1.08 0.98 0.02
```

---

ORCA calculation (wB97M-V/def2-TZVPD) on a structure of composition O4PRb7 at a distorted geometry.

Properties
total charge: +4
E_HOMO: -12.26 eV
electronic energy: -22034.2187 eV

Structure (XYZ):
```
12
O4PRb7 | OMol25 | wB97M-V/def2-TZVPD
Rb 4.97 1.05 2.04
Rb -3.23 -2.76 -0.72
Rb -4.93 0.61 3.96
Rb -0.40 2.94 4.56
Rb -2.39 1.25 -5.62
Rb 1.95 -1.55 -4.08
Rb 4.49 -3.55 -0.06
P -0.15 0.48 0.01
O 0.91 1.56 0.23
O 0.72 -0.89 -0.06
O -0.76 0.56 -1.43
O -1.19 0.29 1.16
```